(1)
C31H38F2Ge2N3Pt | the ωB97M-V functional and the def2-TZVPD basis

Calculated values
LUMO energy = -0.127 hartree
Net charge = +1
Molecular weight = 831.0 g mol⁻¹
ΔE to the lowest compared entry with this formula, charge and spin = 5.0 kcal per mole
E = -5841.0258 Ha
Kohn-Sham gap = 7.145 eV

The geometry in XYZ format:
```
77
Properties=species:S:1:pos:R:3:forces:R:3:mulliken_charge:R:1
H 4.546238 0.877036 -1.048497 0.005 0.034 0.008 0.294
H -6.544996 -1.390352 -1.694830 0.004 0.033 -0.026 0.308
H -2.978441 -2.677072 1.281297 0.000 -0.023 0.055 0.512
H -0.823873 4.001230 1.489744 0.093 -0.005 0.003 0.492
Pt -0.297202 -1.010076 -0.029147 -0.304 0.539 0.756 -0.008
C 0.099656 -4.990418 1.814028 -0.002 0.067 0.035 -0.913
H 3.931617 0.042950 2.732273 0.007 0.026 0.006 0.289
C 2.693916 -1.477139 1.791949 -0.045 0.101 -0.002 -0.488
H -2.413985 0.362808 1.818157 0.011 0.023 0.028 0.278
H 3.226433 1.906119 0.856163 0.095 0.011 0.110 0.365
C 0.518439 -2.784901 -4.355739 -0.010 -0.005 0.106 -1.034
N -0.015726 -3.126567 0.355403 -0.036 -0.241 0.093 0.249
H 5.118025 -0.715225 -0.563240 -0.005 0.001 0.017 0.273
H -2.775351 4.070343 -1.612493 -0.014 -0.028 -0.015 0.436
H 3.549421 6.262089 1.545031 0.010 0.005 -0.001 0.409
C 0.216990 5.819187 1.862502 0.000 0.052 0.017 -1.302
C -2.119875 3.787452 -0.787473 0.064 0.197 0.055 -1.414
H -5.538792 -2.472568 0.286976 -0.026 -0.014 0.032 0.440
C 0.093009 -1.721431 -1.811419 0.157 0.446 -0.532 0.197
H 5.030023 -0.292209 -2.263281 -0.007 -0.018 -0.025 0.415
H 0.558021 -6.865182 0.877069 0.001 -0.004 -0.004 0.456
C 3.090845 -0.710389 -1.374286 -0.031 -0.075 0.077 -0.371
Ge 2.052177 -0.377833 0.273751 0.133 -0.231 -0.251 0.665
C 0.054146 -0.878508 -2.912665 0.037 -0.304 0.124 -0.748
H 4.831334 -1.043608 1.681738 0.000 0.002 -0.012 0.258
C -1.539343 0.938705 2.135682 -0.006 -0.111 -0.181 -0.308
N -2.511545 -1.378131 -0.360623 0.101 0.079 0.149 0.111
H 3.423799 3.921024 0.901805 0.020 -0.051 -0.032 0.416
C 2.588908 5.764462 1.536664 -0.034 0.070 0.033 -0.740
H 1.919763 -1.460679 2.564812 -0.047 -0.004 -0.018 0.315
H -0.099540 0.186143 -2.811967 0.015 0.024 -0.023 0.399
C 1.172115 2.328710 0.786408 0.110 -0.197 0.031 1.171
H -2.657585 2.773286 2.503583 0.019 0.016 -0.014 0.288
F 0.242235 -0.638836 -5.232419 -0.003 -0.033 0.059 -0.335
H -2.505795 1.730535 3.910133 -0.016 -0.026 -0.002 0.404
H 4.296304 -1.591613 3.262110 -0.008 -0.025 0.010 0.399
H 2.777392 -2.514322 1.459072 -0.002 -0.021 -0.053 0.297
H 0.691576 -3.195134 -5.338823 0.003 -0.006 -0.024 0.533
H -2.662683 1.707100 -0.850528 -0.034 0.003 0.000 0.120
H -5.449453 -0.991871 -3.025203 -0.025 0.043 0.025 0.350
C 0.317409 -3.105672 -1.943869 -0.058 0.093 0.204 0.419
C 1.440218 6.466655 1.884180 0.004 -0.040 -0.009 -0.504
C 2.229473 1.511940 0.688428 -0.283 -0.007 0.039 -1.111
H -5.879363 0.250343 -1.816944 -0.015 -0.043 -0.030 0.328
C -3.272378 -0.853730 -1.298648 0.055 -0.031 -0.159 -0.760
H -2.646138 4.023913 0.138645 -0.008 -0.004 0.004 0.294
C -5.672132 -0.807046 -1.975868 -0.072 -0.012 -0.087 -0.876
H 2.560706 -0.230529 -2.197766 -0.027 0.035 0.016 0.273
C -4.614782 -2.035171 -0.044219 0.042 -0.069 0.061 -0.449
H 0.029973 -5.383288 2.817565 -0.001 -0.009 0.005 0.463
C 0.484663 -5.266729 -0.541230 0.019 0.066 -0.093 -0.993
H -2.931676 -0.220584 -2.099163 0.023 0.034 -0.046 0.733
C 4.010683 -0.991935 2.397157 0.050 0.046 -0.018 -1.258
C 0.147231 4.483708 1.495026 -0.085 0.011 0.082 0.379
C 0.272894 -3.901295 -0.706474 -0.002 0.254 -0.063 -0.356
C -0.095643 -3.643193 1.580394 0.035 -0.159 -0.129 -0.155
Ge -0.572272 1.457864 0.462058 0.129 -0.377 -0.551 0.152
C 0.394144 -5.806086 0.730710 0.003 -0.009 -0.028 -0.554
H -0.687094 6.350300 2.129233 -0.008 0.017 0.007 0.393
C -1.978781 2.099301 3.029208 0.029 0.077 0.057 -1.299
H 3.089183 -1.781599 -1.591132 -0.026 -0.026 0.010 0.284
H -1.127358 2.681902 3.379062 0.005 0.016 -0.001 0.365
N -4.552221 -1.231108 -1.152064 0.112 0.024 0.118 0.110
F 0.759222 -4.898026 -3.397288 0.001 0.055 -0.068 -0.336
H -0.314747 -2.945510 2.380339 -0.007 -0.018 0.030 0.524
H 0.718492 -5.883421 -1.394398 -0.004 -0.017 0.050 0.621
C 0.267957 -1.440142 -4.161762 -0.017 0.068 -0.046 0.538
C 4.521858 -0.182571 -1.304594 0.081 0.007 0.047 -1.324
H -1.239113 4.428210 -0.835626 -0.033 -0.024 -0.008 0.377
C 2.513020 4.433004 1.176408 -0.053 -0.024 -0.055 -0.620
C -1.753471 2.312564 -0.875215 0.015 -0.233 -0.009 0.086
H -1.280143 2.110010 -1.842322 -0.002 0.006 0.038 0.245
C 0.534492 -3.585330 -3.232966 -0.032 -0.034 0.089 1.128
C 1.284934 3.762751 1.150056 -0.032 0.035 -0.055 0.426
H 1.502185 7.508303 2.165766 0.004 0.032 0.007 0.403
C -3.343776 -2.122429 0.435960 -0.116 -0.082 0.007 -0.749
H -0.905844 0.259507 2.717637 0.042 -0.010 -0.027 0.329
```
Positions in Å, forces in eV/Å.

=====

(2)
C31H38F4N6O5SSn | the ωB97M-V functional and the def2-TZVPD basis

Calculated values
LUMO energy = 0.148 hartree
Net charge = -2
Molecular weight = 801.5 g mol⁻¹
ΔE to the lowest compared entry with this formula, charge and spin = 0.0 kcal per mole
E = -2920.9078 Ha
Kohn-Sham gap = 7.181 eV

The geometry in XYZ format:
```
86
Properties=species:S:1:pos:R:3:forces:R:3:mulliken_charge:R:1
C 0.888766 5.063457 -2.831629 0.027 0.014 0.009 -0.693
H 4.822482 -6.423780 6.260496 -0.003 0.004 0.004 0.257
C -0.198799 -1.263864 -3.539815 0.029 0.004 0.001 -1.465
N 4.698621 -4.417812 5.747390 0.027 0.040 -0.008 0.013
H 2.632673 2.681672 2.748023 0.003 0.000 0.005 0.304
C -0.823549 3.361641 -2.825223 0.000 0.040 -0.003 -0.083
C -5.723716 -1.383561 -1.292000 0.005 -0.012 -0.007 -1.775
H 0.928814 0.476604 -4.067081 0.006 0.008 0.007 0.558
C -2.516606 4.252799 2.007369 0.002 -0.001 0.021 -0.564
O -3.817901 -1.727180 -2.643118 -0.032 0.019 0.007 -0.558
N -0.336319 1.014546 -2.494645 -0.057 0.099 -0.007 0.940
C 4.204740 -2.520372 3.584302 -0.004 0.009 0.000 0.055
C -1.915457 2.109143 0.273548 0.038 -0.021 0.032 -0.138
H 6.007548 -5.330076 7.030131 0.001 -0.003 0.004 0.352
H -3.842373 4.920788 0.454392 -0.003 -0.001 0.001 0.384
C 2.508340 -1.562746 2.201559 0.075 -0.001 -0.027 0.164
H 1.142352 -3.817330 4.096460 -0.001 0.002 0.000 0.418
O 4.162668 -5.335251 7.877130 -0.016 -0.001 0.003 -0.572
H 1.261260 2.368064 3.818688 -0.005 0.006 0.001 0.360
H 1.185679 6.099234 -2.894242 0.003 -0.002 -0.002 0.486
C -1.845871 -2.393023 -4.827498 -0.006 0.011 0.024 -1.215
H 2.581237 1.906287 0.470369 -0.003 0.016 -0.001 0.593
C -1.624955 3.264330 2.391630 -0.007 -0.002 -0.003 -0.560
H 3.257691 -5.388250 7.533826 0.008 -0.005 0.002 0.351
C -0.436840 4.681558 -2.908962 0.001 -0.043 0.003 0.285
H -1.177261 3.302051 3.379535 0.011 0.003 0.002 0.394
C 1.494835 1.818072 0.539156 -0.009 -0.048 0.018 -1.409
H -1.883511 -3.159316 -4.052829 0.002 0.004 0.001 0.324
O -3.456358 0.897867 -2.065753 0.063 0.037 -0.081 -0.064
O 2.572378 -5.117082 5.576454 -0.006 0.018 0.016 -0.801
F -1.379863 5.620517 -3.121737 -0.002 0.007 0.003 -0.348
C -2.842582 3.098343 -0.073691 0.023 0.020 -0.026 -0.075
C -0.299632 1.180433 2.037987 0.043 0.005 0.001 -1.770
H -0.479102 0.976242 3.097054 -0.002 0.009 0.006 0.770
C -3.127053 4.167562 0.765477 -0.015 0.002 -0.021 -0.934
C -5.847824 -1.128901 -3.786523 0.012 -0.001 -0.003 -1.737
O -5.573717 1.378627 -2.540129 0.025 -0.016 -0.021 -0.732
H -1.126286 -2.708139 -5.602922 -0.003 -0.002 -0.003 0.377
F 2.417324 1.826055 -2.343653 0.002 0.007 0.002 -0.436
H 1.182177 0.993426 -0.106312 0.005 0.002 -0.014 0.012
N 1.553945 -2.332570 2.724548 -0.016 -0.001 0.002 -0.516
H -6.761605 -0.541144 -3.721388 -0.003 0.002 0.001 0.363
H 5.470940 -3.786019 5.518208 -0.009 -0.004 0.018 0.383
C 3.471442 -4.351981 5.207627 0.016 -0.063 -0.018 0.416
H 1.380796 -0.277931 -2.555614 -0.017 -0.015 -0.005 0.295
C 1.543991 2.604381 2.790887 -0.001 -0.013 -0.017 -1.128
H -6.089255 -2.189786 -3.884542 -0.004 0.002 -0.001 0.363
C -1.481264 -0.065843 -5.239065 0.017 -0.013 -0.003 -1.148
C -1.307153 2.204719 1.539370 -0.002 -0.016 -0.008 1.250
H -0.384507 -1.872191 -2.651087 0.001 0.000 -0.003 0.457
H -1.308626 0.897100 -4.762877 0.004 0.002 -0.005 0.011
H -2.464188 -0.037928 -5.712409 0.000 0.002 -0.008 0.381
C -4.661725 0.577113 -2.380821 -0.064 -0.021 0.153 -0.120
H 1.042868 2.741501 0.145031 0.010 0.010 -0.014 0.626
C -4.981971 -0.927278 -2.544058 -0.010 -0.013 -0.047 2.130
C 1.811974 4.052788 -2.671747 -0.012 0.014 -0.006 0.425
H -5.951378 -2.448806 -1.375269 -0.001 0.005 0.002 0.428
H -6.648645 -0.819882 -1.173170 -0.001 0.006 0.001 0.350
N 7.216270 -3.054577 5.379815 -0.037 -0.053 -0.030 -0.822
N -1.474201 -1.117800 -4.238284 -0.009 0.013 -0.029 0.913
H -0.433414 0.228443 1.516320 -0.008 0.016 -0.011 0.308
H -5.096499 -1.235228 -0.411765 0.002 0.000 -0.002 0.317
N 1.113833 1.542434 1.907706 -0.028 0.019 -0.008 0.410
F 3.122860 4.360078 -2.580832 -0.001 0.000 -0.005 -0.354
H -3.367779 3.019189 -1.016889 -0.009 -0.005 0.002 0.396
C 3.838651 -1.621321 2.596407 -0.038 -0.014 0.000 -0.845
C 4.970380 -5.441902 6.724210 -0.002 0.004 -0.022 -0.474
H -3.111770 -1.221691 -3.090166 0.024 -0.046 0.011 0.002
H -2.748401 5.069756 2.681549 0.003 0.002 -0.001 0.370
H 5.239992 -2.575999 3.896820 0.002 -0.009 0.009 0.132
C 1.437610 2.728241 -2.565949 0.013 0.013 0.014 0.071
H 1.125394 3.589977 2.529654 -0.010 0.003 0.007 0.358
H 2.193610 -0.860643 1.436679 -0.003 -0.020 0.062 0.182
H -0.725040 -0.231731 -6.026410 0.001 0.007 -0.001 0.333
Sn -1.729226 0.260144 -0.966091 -0.034 -0.023 0.002 0.141
H -2.838605 -2.321559 -5.273108 0.002 -0.003 -0.005 0.291
C 3.219829 -3.329153 4.142983 0.025 0.026 -0.001 0.612
H 4.580064 -0.977907 2.141183 -0.013 -0.007 0.014 0.458
H 0.516019 -1.826567 -4.168485 0.006 0.008 -0.005 0.428
S 8.262987 -1.273238 3.462454 0.012 -0.031 -0.015 -0.516
C 1.917708 -3.190543 3.672963 -0.020 -0.002 0.000 -0.514
C 0.093558 2.314553 -2.609079 -0.046 -0.063 -0.018 0.224
F -2.111383 3.067583 -3.019099 0.008 0.010 -0.012 -0.372
C 7.665257 -2.324326 4.584629 0.030 0.082 0.036 0.231
H -5.301602 -0.813801 -4.678905 0.002 0.000 -0.003 0.337
C 0.514260 0.028711 -3.155186 -0.019 -0.039 0.019 -1.053
```
Positions in Å, forces in eV/Å.

=====

> Which of these has the lowest LUMO energy?

C31H38F2Ge2N3Pt

=====

> Among the records above, which one has the highest LUMO energy?

C31H38F4N6O5SSn

=====

> The highest Kohn-Sham gap belongs to which entry?

C31H38F4N6O5SSn

=====

> What is the net charge in the second record?

-2